{
  "formula": "CH2N2O4",
  "method": "ωB97M-V/def2-TZVPD",
  "smiles": "[O-]/[NH+]=N\\O.O=C=O",
  "total_energy_ha": -449.67543,
  "total_charge": 0,
  "de_lowest_kcal_mol": 8.3,
  "homo_lumo_gap_ev": [10.814, 10.813],
  "fmax_ev_per_a": 2.96,
  "homo_energy_ha": [-0.3819, -0.3818],
  "species": ["C", "N", "N", "O", "O", "O", "O", "H", "H"],
  "xyz": [[-2.938, -0.393, -0.101], [0.074, 0.643, 0.066], [1.023, 0.140, 0.686], [-2.778, 0.176, 0.874], [-3.114, -1.115, -0.998], [1.137, -1.190, 0.516], [-0.639, 0.043, -0.805], [0.189, 1.747, 0.146], [0.542, -1.349, -0.302]],
  "mulliken_charge": [0.79, 0.51, -0.22, -0.38, -0.40, -0.28, -0.70, 0.31, 0.38]
}

{
  "formula": "C27H62ClN6O15",
  "method": "ωB97M-V/def2-TZVPD",
  "spin_multiplicity": 2,
  "s2": 0.7725,
  "total_energy_ha": -2982.74373,
  "total_charge": -2,
  "homo_lumo_gap_ev": [4.384, 6.384],
  "fmax_ev_per_a": 4.19,
  "homo_energy_ha": [-0.0233, -0.0968],
  "species": ["Cl", "O", "O", "O", "O", "C", "N", "O", "O", "H", "H", "H", "C", "C", "C", "O", "C", "N", "H", "H", "H", "H", "H", "H", "H", "H", "H", "H", "H", "C", "C", "C", "O", "C", "N", "H", "H", "H", "H", "H", "H", "H", "H", "H", "H", "H", "C", "C", "C", "O", "C", "N", "H", "H", "H", "H", "H", "H", "H", "H", "H", "H", "H", "C", "C", "C", "O", "C", "N", "H", "H", "H", "H", "H", "H", "H", "H", "H", "H", "H", "C", "C", "C", "O", "C", "N", "H", "H", "H", "H", "H", "H", "H", "H", "H", "H", "H", "C", "C", "C", "O", "C", "C", "C", "O", "O", "O", "H", "H", "H", "H"],
  "xyz": [[-1.886, 0.308, 0.993], [-2.816, 1.318, 0.981], [-0.551, 0.757, 1.267], [-2.201, -0.597, 2.059], [-1.787, -0.289, -0.328], [-0.432, -1.982, 4.625], [-0.254, -2.047, 6.104], [-0.019, -3.116, 6.589], [-0.270, -0.984, 6.752], [-0.591, -3.014, 4.314], [0.380, -1.450, 4.128], [-1.444, -1.648, 4.398], [3.970, -4.539, 2.543], [3.465, -3.112, 2.789], [2.436, -2.647, 1.740], [1.239, -3.463, 1.818], [0.072, -3.026, 1.087], [2.845, -3.004, 4.130], [3.147, -5.231, 2.362], [4.620, -4.891, 3.344], [4.573, -4.618, 1.638], [4.232, -2.337, 2.789], [2.784, -2.554, 0.711], [2.179, -1.668, 2.145], [-0.811, -3.461, 1.555], [0.126, -3.264, 0.025], [-0.179, -1.970, 0.991], [1.926, -3.415, 4.045], [3.335, -3.484, 4.871], [-2.738, 4.338, -0.956], [-1.195, 4.821, -1.100], [-1.095, 6.361, -1.127], [0.306, 6.662, -1.366], [0.465, 7.825, -2.142], [-0.585, 4.203, 0.024], [-3.362, 4.951, -1.606], [-3.276, 4.562, -0.034], [-2.856, 3.307, -1.290], [-0.823, 4.520, -2.079], [-1.369, 6.869, -0.202], [-1.586, 6.501, -2.090], [-0.059, 7.749, -3.095], [1.502, 8.122, -2.295], [0.077, 8.627, -1.514], [-1.106, 4.553, 0.815], [-0.945, 3.259, 0.038], [1.617, -0.516, -1.883], [2.273, 0.709, -1.276], [3.397, 1.201, -2.223], [4.015, 2.415, -1.795], [5.237, 2.696, -2.437], [1.300, 1.763, -1.155], [2.248, -1.404, -1.862], [1.356, -0.313, -2.922], [0.714, -0.889, -1.399], [2.644, 0.454, -0.284], [3.169, 1.415, -3.267], [4.105, 0.374, -2.273], [5.822, 3.460, -1.926], [5.073, 3.093, -3.439], [5.894, 1.833, -2.549], [0.618, 1.485, -0.463], [0.725, 1.851, -1.980], [1.656, 2.146, 4.352], [2.181, 2.834, 3.124], [3.070, 1.750, 2.375], [3.859, 2.374, 1.314], [5.159, 1.752, 1.025], [1.110, 3.449, 2.332], [0.924, 2.793, 4.836], [2.471, 2.142, 5.075], [1.270, 1.130, 4.271], [2.726, 3.732, 3.417], [2.522, 0.999, 1.804], [3.675, 1.136, 3.042], [4.924, 1.000, 0.271], [5.668, 1.418, 1.929], [5.723, 2.454, 0.411], [0.617, 4.144, 2.875], [0.451, 2.699, 2.480], [1.595, -4.283, -3.458], [0.100, -4.465, -3.050], [-0.920, -3.284, -3.371], [-2.215, -3.536, -2.938], [-3.083, -2.392, -2.984], [-0.380, -5.817, -3.534], [2.260, -4.068, -2.622], [1.732, -3.346, -3.997], [2.108, -5.014, -4.083], [0.218, -4.701, -1.993], [-0.905, -3.262, -4.461], [-0.676, -2.237, -3.193], [-3.122, -1.969, -3.988], [-2.746, -1.551, -2.379], [-4.042, -2.663, -2.543], [-0.391, -6.093, -4.505], [-1.350, -5.749, -3.263], [-6.893, -0.379, -1.940], [-7.896, -1.277, -1.943], [-8.014, -2.437, -1.017], [-8.963, -3.175, -0.766], [-6.752, -2.685, -0.350], [-5.709, -1.760, -0.428], [-5.734, -0.472, -1.184], [-4.835, 0.415, -1.151], [-4.602, -1.943, 0.273], [-9.066, -1.120, -2.695], [-6.985, 0.383, -2.699], [-6.708, -3.458, 0.404], [-4.006, -1.209, 0.107], [-9.677, -1.833, -2.496]],
  "lowdin_spin": [0.00, 0.00, 0.00, 0.00, 0.00, 0.00, 0.00, 0.00, 0.00, 0.00, 0.00, 0.00, 0.00, 0.00, 0.00, 0.00, 0.00, 0.00, 0.00, 0.00, 0.00, 0.00, 0.00, 0.00, 0.00, 0.00, 0.00, 0.00, 0.00, 0.00, 0.00, 0.00, 0.00, 0.00, 0.00, 0.00, 0.00, 0.00, 0.00, 0.00, 0.00, 0.00, 0.00, 0.00, 0.00, 0.00, 0.00, 0.00, 0.00, 0.00, 0.00, 0.00, 0.00, 0.00, 0.00, 0.00, 0.00, 0.00, 0.00, 0.00, 0.00, 0.00, 0.00, 0.00, 0.00, 0.00, 0.00, 0.00, 0.00, 0.00, 0.00, 0.00, 0.00, 0.00, 0.00, 0.00, 0.00, 0.00, 0.00, 0.00, 0.00, 0.00, 0.00, 0.00, 0.00, 0.00, 0.00, 0.00, 0.00, 0.00, 0.00, 0.00, 0.00, 0.00, 0.00, 0.00, 0.00, 0.03, 0.13, 0.12, 0.17, 0.00, 0.10, 0.13, 0.24, 0.05, 0.04, 0.00, 0.00, 0.00, 0.00]
}

{
  "formula": "C24H40Br2Ge2InN3O2",
  "method": "ωB97M-V/def2-TZVPD",
  "total_energy_ha": -10744.77481,
  "total_charge": 2,
  "de_lowest_kcal_mol": 14.7,
  "homo_lumo_gap_ev": 8.249,
  "fmax_ev_per_a": 1.02,
  "homo_energy_ha": -0.4957,
  "species": ["In", "N", "C", "C", "O", "O", "H", "H", "H", "H", "C", "C", "Ge", "C", "C", "C", "C", "Ge", "C", "C", "C", "C", "C", "C", "C", "C", "C", "C", "H", "H", "H", "H", "H", "H", "H", "H", "H", "H", "H", "H", "H", "H", "H", "H", "H", "H", "H", "H", "H", "H", "H", "H", "H", "H", "Br", "C", "Br", "H", "H", "C", "C", "C", "C", "N", "N", "C", "H", "H", "H", "H", "H", "H", "H", "H"],
  "xyz": [[-0.147, -1.875, -0.284], [0.977, -0.383, 1.837], [0.566, 1.005, 1.624], [0.718, 1.460, 0.194], [0.340, 2.634, -0.084], [1.249, 0.687, -0.655], [0.808, -0.629, 2.806], [1.976, -0.479, 1.685], [1.126, 1.734, 2.222], [-0.485, 1.119, 1.895], [4.808, 3.182, -1.587], [3.652, 2.507, -0.841], [2.315, 1.755, -2.093], [2.818, 0.117, -3.081], [3.912, 0.363, -4.126], [1.223, 2.958, -3.173], [0.029, 3.537, -3.023], [-1.082, 3.162, -1.413], [-1.885, 4.416, -0.098], [-3.200, 5.065, -0.524], [-2.028, 1.426, -1.650], [-3.156, 1.537, -2.683], [-0.637, 4.367, -4.040], [-0.001, 4.803, -5.205], [-0.694, 5.532, -6.153], [-2.034, 5.848, -5.963], [-2.678, 5.439, -4.806], [-1.979, 4.713, -3.859], [5.496, 3.627, -0.870], [4.449, 3.979, -2.240], [5.369, 2.468, -2.188], [3.148, 3.221, -0.188], [4.010, 1.673, -0.235], [1.914, -0.264, -3.560], [3.145, -0.614, -2.339], [3.621, 1.135, -4.839], [4.106, -0.548, -4.691], [4.851, 0.661, -3.660], [1.767, 3.134, -4.102], [-1.134, 5.161, 0.158], [-2.034, 3.771, 0.771], [-3.053, 5.787, -1.326], [-3.635, 5.595, 0.323], [-3.930, 4.323, -0.854], [-2.415, 1.118, -0.675], [-1.290, 0.689, -1.975], [-3.911, 2.260, -2.371], [-3.652, 0.574, -2.803], [-2.768, 1.841, -3.655], [1.046, 4.589, -5.376], [-0.187, 5.861, -7.051], [-2.571, 6.414, -6.712], [-3.718, 5.690, -4.644], [-2.496, 4.402, -2.950], [-3.386, -3.074, -0.386], [-3.860, -2.526, 1.404], [-2.795, -1.037, 2.014], [-3.687, -3.357, 2.074], [-4.895, -2.212, 1.406], [2.676, -6.230, -2.806], [1.973, -5.696, -1.608], [2.031, -6.051, -0.276], [1.155, -5.186, 0.395], [0.589, -4.341, -0.466], [1.118, -4.657, -1.673], [0.810, -5.152, 1.847], [2.555, -7.310, -2.866], [3.744, -6.018, -2.745], [2.290, -5.788, -3.724], [2.622, -6.841, 0.157], [0.766, -4.223, -2.508], [1.494, -5.779, 2.414], [-0.202, -5.525, 2.004], [0.863, -4.133, 2.233]],
  "mulliken_charge": [0.94, -0.30, -0.81, 0.51, -0.63, -0.73, 0.27, 0.24, 0.40, 0.27, -1.21, -0.47, 0.52, -0.57, -1.23, -1.22, 1.06, 1.02, -0.55, -1.13, 0.04, -1.36, 0.64, -0.56, -0.80, -0.49, -1.13, 0.07, 0.38, 0.34, 0.31, 0.38, 0.38, 0.37, 0.48, 0.31, 0.38, 0.31, 0.20, 0.42, 0.35, 0.36, 0.41, 0.27, 0.39, 0.13, 0.28, 0.42, 0.36, 0.38, 0.41, 0.42, 0.45, 0.13, -0.10, -0.50, -0.11, 0.36, 0.36, -1.14, 0.55, -0.76, 0.60, -0.45, 0.16, -1.10, 0.33, 0.28, 0.32, 0.38, 0.19, 0.34, 0.27, 0.22]
}